Record 1
C22H53FN2O5PS | ωB97M-V/def2-TZVPD

Properties
Total charge: -1
2S+1: 1

CARTESIAN COORDINATES (ANGSTROEM)
C 2.8990 -3.5891 -4.3625
C 1.9713 -2.8147 -5.4825
O 2.5410 -1.4877 -5.8900
C 2.5937 -0.5910 -4.6876
C 2.7318 0.9965 -5.1082
C 1.9312 2.0374 -4.1277
C 2.4403 2.0631 -2.5704
C 1.1747 2.5851 -1.6578
P 0.9514 1.6174 -0.0110
C 0.5935 0.8675 1.7083
C -0.9975 0.8608 2.1405
O -1.4363 2.0661 2.8673
C -2.8802 1.7829 3.1626
O -3.8584 2.6851 3.0347
S 0.6251 -0.2658 -1.0135
O 1.9280 -1.1078 -1.1966
O -0.3695 -1.2157 -0.2380
F -0.1738 0.1016 -2.5046
H 2.2834 -3.8334 -3.3876
H 3.2744 -4.6257 -4.8202
H 3.8673 -3.0038 -4.0507
H 1.9478 -3.5349 -6.4337
H 0.8521 -2.6595 -5.0988
H 1.6157 -0.8214 -4.0855
H 3.4975 -0.8449 -3.9792
H 2.2155 1.0890 -6.1807
H 3.8693 1.3015 -5.3023
H 2.0717 3.1290 -4.5897
H 0.7633 1.8187 -4.2328
H 2.9470 1.0787 -2.1921
H 3.2814 2.9076 -2.5069
H 0.1627 2.6304 -2.2891
H 1.4029 3.7242 -1.3831
H -0.4681 1.9843 -0.0804
H 1.2861 2.8705 0.6796
H 2.3755 1.2589 0.0437
H 1.1373 1.5731 2.5025
H 1.0070 -0.2169 1.8643
H -1.2355 -0.0941 2.8162
H -1.7229 0.7438 1.1998
H -3.1809 0.6738 3.4759
C -10.4709 3.7188 3.5383
C -9.6662 2.4779 3.9150
N -8.7857 2.0046 2.8450
C -8.2640 0.6531 3.0725
C -7.3544 0.4422 4.2779
C -7.8153 2.9703 2.3261
C -6.8491 3.6086 3.3186
H -11.0210 3.5652 2.6042
H -11.2010 3.9422 4.3227
H -9.8323 4.6000 3.4253
H -10.3938 1.6903 4.1499
H -9.1123 2.6775 4.8385
H -7.7430 0.3071 2.1713
H -9.1204 -0.0259 3.1750
H -6.3678 0.8801 4.1210
H -7.2029 -0.6319 4.4392
H -7.7803 0.8520 5.1975
H -8.3688 3.7769 1.8296
H -7.2342 2.5086 1.5169
H -7.3537 3.9853 4.2123
H -6.3506 4.4622 2.8455
H -6.0650 2.9151 3.6268
C 7.5416 -2.7519 2.0843
C 6.2419 -2.8405 1.2894
N 6.3035 -2.1676 -0.0097
C 4.9885 -1.9683 -0.6274
C 4.1935 -3.2118 -1.0098
C 7.3620 -2.6075 -0.9205
C 7.4119 -4.0865 -1.2891
H 7.8736 -1.7134 2.1854
H 7.3912 -3.1537 3.0913
H 8.3449 -3.3302 1.6180
H 5.4660 -2.3614 1.9004
H 5.9552 -3.8928 1.1888
H 5.0951 -1.3303 -1.5134
H 4.3761 -1.3782 0.0666
H 4.6152 -3.7077 -1.8850
H 3.1678 -2.9250 -1.2711
H 4.1305 -3.9337 -0.1913
H 8.3282 -2.3391 -0.4756
H 7.3208 -2.0159 -1.8446
H 7.3353 -4.7394 -0.4156
H 8.3681 -4.3096 -1.7757
H 6.6261 -4.3565 -1.9965

Atomic partial charges in e from the Mulliken method, atoms 1 to 8: C -0.60; C -0.20; O -0.48; C 0.58; C -0.81; C -0.57; C 0.21; C -1.10

---

Record 2
C22H53NO13P | ωB97M-V/def2-TZVPD

Properties
Total charge: +1
Relative energy (zero: lowest compared OMol25 entry of this formula, charge and spin) in kJ/mol: 0.00
2S+1: 1

CARTESIAN COORDINATES (ANGSTROEM)
O 2.2402 -4.5787 -1.3426
P 1.9348 -4.0006 -2.6332
O 2.1697 -2.4644 -2.8432
O 2.5541 -4.6556 -3.9214
N 0.1496 -4.0436 -2.8975
C -0.4767 -2.7382 -3.3465
C -2.0158 -2.8586 -3.2574
O -2.4567 -4.1981 -3.2237
C -1.9386 -5.0044 -2.1778
C -0.6182 -4.4714 -1.6548
H 3.1121 -2.2117 -2.8568
H 2.1371 -5.4317 -4.3284
H -0.0658 -4.7342 -3.6219
H -0.1172 -2.5051 -4.3461
H -0.1208 -1.9744 -2.6648
H -2.4516 -2.4275 -4.1550
H -2.3915 -2.2897 -2.4009
H -1.7692 -5.9901 -2.6215
H -2.6507 -5.1369 -1.3592
H -0.7086 -3.5784 -1.0367
H -0.0642 -5.2253 -1.1033
C -6.2830 -4.2832 1.6095
O -5.4139 -3.2303 1.2490
C -6.0383 -1.9643 1.3761
C -5.0048 -0.8645 1.3580
O -4.3372 -0.6836 2.5943
C -3.2824 -1.5987 2.8596
C -1.9488 -1.2131 2.2544
O -1.9275 -1.5379 0.8636
C -0.8677 -0.9295 0.1660
H -7.1826 -4.2918 0.9841
H -5.7448 -5.2179 1.4660
H -6.5868 -4.2052 2.6587
H -6.6035 -1.9123 2.3144
H -6.7382 -1.8128 0.5426
H -5.5205 0.0799 1.1718
H -4.2915 -1.0309 0.5449
H -3.5610 -2.6111 2.5575
H -3.1553 -1.5832 3.9437
H -1.1434 -1.7472 2.7762
H -1.7825 -0.1382 2.3855
H -0.9223 0.1646 0.1805
H -0.9555 -1.2712 -0.8689
H 0.1064 -1.2421 0.5650
C -3.0649 2.0485 0.7287
O -1.8055 2.5999 1.0280
C -1.4716 3.7172 0.2258
C -0.2486 4.4088 0.7825
O -0.4859 5.3021 1.8496
C -0.6706 4.6935 3.1197
C 0.6258 4.2314 3.7478
O 1.0391 2.9911 3.1945
C 2.3804 2.6943 3.5142
H -3.1261 1.7316 -0.3223
H -3.1863 1.1755 1.3642
H -3.8809 2.7502 0.9327
H -2.3078 4.4234 0.1568
H -1.2346 3.3594 -0.7887
H 0.1633 5.0309 -0.0162
H 0.4957 3.6572 1.0520
H -1.3824 3.8661 3.0665
H -1.0926 5.4728 3.7556
H 0.4857 4.1216 4.8318
H 1.3958 4.9935 3.5740
H 3.0647 3.4399 3.0935
H 2.6120 1.7202 3.0853
H 2.5334 2.6479 4.5986
C 1.4211 0.5184 -0.6642
O 2.5773 1.1335 -1.1752
C 2.4479 2.5401 -1.0627
C 3.7729 3.2496 -1.2018
O 4.5550 3.2194 -0.0213
C 5.2510 2.0149 0.2526
C 6.4977 1.8233 -0.5798
O 6.1668 1.3336 -1.8674
C 7.2566 1.4212 -2.7591
H 0.5220 0.8376 -1.2105
H 1.5384 -0.5584 -0.7720
H 1.2762 0.7548 0.3965
H 2.0053 2.7673 -0.0865
H 1.7590 2.8955 -1.8427
H 3.5617 4.3059 -1.3772
H 4.3255 2.8603 -2.0605
H 4.5965 1.1448 0.1526
H 5.5587 2.0972 1.2965
H 7.1603 1.1076 -0.0730
H 7.0254 2.7817 -0.6626
H 7.5645 2.4616 -2.9098
H 6.9358 1.0050 -3.7119
H 8.1192 0.8514 -2.3945

Atomic partial charges in e from the Mulliken method, atoms 1 to 8: O -0.62; P 0.94; O -0.39; O -0.51; N -0.05; C -0.28; C -0.19; O -0.43

---

Record 3
C22H54BrNO5S | ωB97M-V/def2-TZVPD

Properties
Relative energy (zero: lowest compared OMol25 entry of this formula, charge and spin) in kJ/mol: 42.22
Structure (SMILES): COCCN(S)C[C@H](C)Br.CCOCC.CCOCC.CCOCC.CCOCC
2S+1: 1

CARTESIAN COORDINATES (ANGSTROEM)
C 2.5069 -0.2972 1.8547
O 1.3652 -0.8848 1.2723
C 1.3251 -0.8067 -0.1314
C 0.7728 0.5265 -0.6537
N -0.1477 1.1829 0.3205
S 0.4945 2.7529 0.7232
C -1.5172 1.4083 -0.2139
C -2.4414 0.2240 -0.0981
C -2.4845 -0.3700 1.2908
Br -2.0911 -1.2206 -1.3793
H 2.8431 -0.9055 2.6878
H 3.3348 -0.1740 1.1595
H 2.2769 0.6903 2.2611
H 2.3170 -0.9576 -0.5561
H 0.7300 -1.6466 -0.4679
H 0.2538 0.3812 -1.5932
H 1.6119 1.1790 -0.8555
H 0.5830 2.7043 2.0661
H -1.9679 2.1719 0.4074
H -1.4896 1.8218 -1.2233
H -3.4326 0.5671 -0.3598
H -2.5983 0.4057 2.0406
H -3.3465 -1.0261 1.3562
H -1.6121 -0.9753 1.4916
C -1.0249 6.5937 -4.0849
C -1.7754 5.5117 -3.3275
O -1.0566 4.9636 -2.2375
C -0.6865 5.8675 -1.2097
C -1.8610 6.5501 -0.5303
H -0.0701 6.2119 -4.4484
H -1.6142 6.9291 -4.9386
H -0.8205 7.4648 -3.4611
H -1.9676 4.6709 -3.9947
H -2.7533 5.8800 -2.9967
H 0.0274 6.6089 -1.5865
H -0.1546 5.2546 -0.4846
H -2.4239 7.1839 -1.2169
H -1.5047 7.1802 0.2852
H -2.5477 5.8076 -0.1209
C 0.0758 -1.0953 4.8883
C 1.2600 -1.9966 5.1907
O 2.1125 -1.5112 6.2126
C 1.5220 -1.3302 7.4863
C 0.9479 -2.5998 8.0921
H 0.4178 -0.0958 4.6153
H -0.5023 -1.5022 4.0584
H -0.5925 -0.9965 5.7452
H 1.8853 -2.0726 4.3015
H 0.9244 -3.0142 5.4214
H 0.7605 -0.5429 7.4479
H 2.3250 -0.9571 8.1219
H 0.1282 -3.0047 7.4977
H 0.5626 -2.3951 9.0915
H 1.7182 -3.3684 8.1671
C -4.6735 -1.6960 -6.7818
C -3.9959 -0.4228 -7.2603
O -4.1628 0.6829 -6.3930
C -3.6574 0.5255 -5.0786
C -2.1647 0.2565 -5.0101
H -5.7400 -1.5257 -6.6289
H -4.5491 -2.4867 -7.5223
H -4.2547 -2.0552 -5.8409
H -4.4376 -0.1117 -8.2072
H -2.9322 -0.6025 -7.4540
H -4.2127 -0.2539 -4.5444
H -3.8785 1.4667 -4.5743
H -1.8923 -0.6857 -5.4880
H -1.8518 0.2009 -3.9676
H -1.6088 1.0550 -5.5047
C 2.4039 -4.1404 1.1052
C 3.3211 -5.1759 0.4792
O 4.4942 -4.6297 -0.0979
C 5.3462 -3.9157 0.7788
C 5.8805 -4.7395 1.9380
H 2.1177 -3.3881 0.3722
H 1.4994 -4.6169 1.4846
H 2.8797 -3.6232 1.9399
H 2.8033 -5.6735 -0.3411
H 3.5771 -5.9555 1.2060
H 4.8468 -3.0117 1.1475
H 6.1780 -3.5819 0.1581
H 5.0843 -5.0844 2.5985
H 6.5694 -4.1409 2.5348
H 6.4125 -5.6172 1.5683

Atomic partial charges in e from the Mulliken method, atoms 1 to 8: C -0.82; O 0.16; C -0.77; C -1.00; N 0.16; S -0.30; C -1.20; C 0.22

---

Record 4
C22H54ClNO13P3 | ωB97M-V/def2-TZVPD

Properties
Total charge: +1
2S+1: 1

CARTESIAN COORDINATES (ANGSTROEM)
Cl -4.6404 -3.8574 2.0321
C -4.7887 -2.5382 0.8097
C -6.1456 -1.8113 0.9389
N -6.0713 -0.5375 1.7266
C -4.8748 -0.6262 2.6277
C -3.6778 -0.6474 1.7025
O -3.6726 -1.7261 0.7704
H -4.8137 -3.0604 -0.1436
H -6.6072 -1.6728 -0.0358
H -6.8062 -2.4831 1.4844
H -5.8813 0.2365 1.0854
H -6.9322 -0.3033 2.2201
H -4.9655 -1.4834 3.2902
H -4.8497 0.2548 3.2680
H -2.7651 -0.5771 2.2920
H -3.7264 0.2739 1.1061
O -2.9996 6.3615 -2.6631
P -2.7382 4.9224 -2.4613
O -1.1973 4.8168 -1.9557
C -0.8647 5.3027 -0.6478
C -1.4960 4.4720 0.4536
O -2.6165 4.4092 -3.9981
C -2.8817 5.2570 -5.1196
C -1.6209 5.9513 -5.5882
O -3.2167 3.4601 -1.9295
C -3.2123 2.2563 -2.7081
C -1.8248 1.7364 -3.0066
H -1.1628 6.3506 -0.5577
H 0.2194 5.2563 -0.5604
H -2.5871 4.5633 0.4412
H -1.1411 4.8008 1.4303
H -1.2560 3.4161 0.3243
H -3.6733 5.9685 -4.8943
H -3.2578 4.6097 -5.9144
H -1.1101 6.4553 -4.7682
H -1.8508 6.6858 -6.3604
H -0.9204 5.2233 -6.0002
H -3.8033 2.3817 -3.6125
H -3.7401 1.5118 -2.1017
H -1.2144 2.4625 -3.5359
H -1.8942 0.8375 -3.6215
H -1.2997 1.4899 -2.0815
O 2.4403 3.5143 0.6816
P 3.6523 2.6920 0.4615
O 3.1649 1.1773 0.8386
C 2.2446 0.5642 -0.0688
C 2.8766 0.2585 -1.4149
O 4.5317 3.0819 1.7725
C 4.1496 4.1122 2.6821
C 3.3052 3.5580 3.8108
O 4.9374 2.2877 -0.4047
C 6.2871 2.1701 0.0865
C 6.4927 0.9846 1.0001
H 1.3678 1.2097 -0.1917
H 1.9114 -0.3642 0.3965
H 3.1513 1.1762 -1.9409
H 2.1822 -0.2961 -2.0478
H 3.7867 -0.3263 -1.2899
H 3.6456 4.9260 2.1644
H 5.0746 4.5246 3.0896
H 2.4676 2.9702 3.4347
H 2.9156 4.3652 4.4326
H 3.9030 2.8952 4.4383
H 6.6097 3.1007 0.5464
H 6.9084 2.0411 -0.8007
H 5.8383 1.0065 1.8677
H 7.5245 0.9717 1.3529
H 6.2909 0.0527 0.4699
O 2.3639 -4.5873 -0.8220
P 1.2846 -5.3204 -0.1300
O 0.6997 -4.2673 0.9806
C -0.0215 -3.1315 0.5171
C -1.3465 -3.4913 -0.1303
O 2.1415 -6.3352 0.8021
C 3.5632 -6.4572 0.7096
C 4.2558 -5.5071 1.6637
O 0.0002 -6.2869 -0.1697
C -0.1796 -7.4802 0.6150
C -0.3897 -7.2066 2.0861
H 0.5962 -2.5654 -0.1878
H -0.2033 -2.4968 1.3861
H -1.2006 -4.0602 -1.0521
H -1.8987 -2.5885 -0.3754
H -1.9464 -4.1109 0.5376
H 3.9026 -6.3180 -0.3145
H 3.8033 -7.4863 0.9827
H 3.8947 -4.4852 1.5475
H 5.3339 -5.5171 1.5014
H 4.0582 -5.7992 2.6963
H 0.6354 -8.1782 0.4430
H -1.0755 -7.9585 0.2157
H 0.4339 -6.6535 2.5300
H -0.4925 -8.1510 2.6217
H -1.2940 -6.6146 2.2406

Atomic partial charges in e from the Mulliken method, atoms 1 to 8: Cl -0.13; C 0.08; C -0.85; N -0.06; C -0.77; C -0.45; O -0.24; H 0.38

---

Record 5
C22H54N6O4P2S | ωB97M-V/def2-TZVPD

Properties
Structure (SMILES): CCCCCC[C@]1(S)COC(=O)C1.CN(C)P(=O)(N(C)C)N(C)C.CN(C)P(=O)(N(C)C)N(C)C
2S+1: 1

CARTESIAN COORDINATES (ANGSTROEM)
C 1.0377 -3.7330 0.7732
C 0.5174 -2.3304 1.1000
C 1.6548 -1.3289 0.8992
C 1.2052 0.1370 0.9821
C 2.4199 1.0143 1.3342
C 2.2622 2.4683 0.8870
C 3.6266 3.1604 0.6792
S 4.0965 2.8537 -1.0641
C 4.7173 2.7520 1.6444
O 4.2751 3.3216 2.8777
C 3.6400 4.4981 2.5641
O 3.1782 5.1859 3.4147
C 3.6293 4.6455 1.0508
H 0.2840 -4.4958 0.9525
H 1.8821 -3.9510 1.4286
H 1.3828 -3.7434 -0.2590
H 0.1984 -2.3015 2.1396
H -0.2823 -2.0780 0.4023
H 2.2200 -1.5104 -0.0156
H 2.3385 -1.4619 1.7446
H 0.7653 0.4587 0.0395
H 0.4872 0.1794 1.8022
H 3.2653 0.5689 0.8067
H 2.5576 0.9883 2.4132
H 1.7219 3.0073 1.6717
H 1.6649 2.5444 -0.0168
H 4.9727 1.8487 -0.9524
H 5.0061 1.7071 1.6773
H 5.6404 3.2515 1.3293
H 4.6344 4.9880 0.7945
H 2.8752 5.2870 0.6147
C -1.7501 -5.2520 5.9626
N -2.5646 -4.2452 5.3019
C -1.9434 -2.9350 5.4228
P -3.1236 -4.5169 3.6829
O -1.7833 -4.6059 3.0055
N -3.7527 -6.0759 3.4031
C -4.0452 -7.0329 4.4441
C -3.2951 -6.7429 2.1900
N -4.7179 -3.8561 4.0955
C -5.1844 -2.8388 3.1399
C -5.1041 -3.4704 5.4445
H -1.5405 -4.9240 6.9834
H -0.7951 -5.4372 5.4543
H -2.2858 -6.1937 6.0544
H -2.6035 -2.1608 5.0147
H -0.9898 -2.8789 4.8832
H -1.7729 -2.6933 6.4737
H -3.1474 -7.5787 4.7623
H -4.7693 -7.7684 4.0833
H -4.4969 -6.5603 5.3175
H -2.3142 -7.2181 2.3199
H -3.2170 -6.0400 1.3646
H -4.0182 -7.5094 1.9035
H -4.6492 -1.8884 3.2510
H -6.2508 -2.6505 3.2685
H -5.0348 -3.1918 2.1152
H -4.6472 -2.5342 5.7868
H -4.8741 -4.2469 6.1647
H -6.1899 -3.3360 5.4427
C 1.8439 4.7435 -3.5689
N 1.9699 3.9963 -4.8084
C 3.2270 3.2593 -4.8118
P 0.6686 3.0185 -5.3559
O 0.5218 1.9867 -4.2824
N -0.8571 3.7878 -5.2651
C -1.0382 5.1974 -5.0072
C -1.9421 3.0061 -4.6856
N 0.8660 3.4448 -7.0524
C 0.8989 2.2749 -7.9437
C 1.8179 4.4448 -7.5103
H 2.7474 5.3385 -3.4160
H 1.7036 4.0964 -2.6936
H 1.0275 5.4609 -3.6122
H 3.3914 2.7769 -5.7820
H 3.2418 2.4803 -4.0411
H 4.0657 3.9383 -4.6484
H -0.9884 5.4293 -3.9347
H -2.0174 5.5221 -5.3699
H -0.2995 5.8059 -5.5319
H -1.9299 3.0219 -3.5879
H -1.8876 1.9686 -5.0029
H -2.8985 3.4071 -5.0286
H 1.8418 1.7199 -7.8680
H 0.7610 2.5797 -8.9814
H 0.0841 1.5901 -7.6923
H 2.8619 4.1083 -7.4852
H 1.7402 5.3627 -6.9379
H 1.5644 4.6835 -8.5466

Atomic partial charges in e from the Mulliken method, atoms 1 to 8: C -1.35; C 0.03; C -0.84; C -0.57; C -0.61; C -1.02; C 0.68; S -0.15

---

Calculated HOMO-LUMO gap in order - 7.84; 7.54; 9.68; 8.06; 8.70 eV
Calculated DFT total energy in order - -2194.82806; -2243.93433; -4273.65008; -3387.66218; -2580.97208 a.u.
Calculated largest force on an atom in order - 9.3; 0.7; 1.1; 6.3; 5.6 eV/A